Here is C44H53GeHgN2O6PS as an isolated structure from OMol25. Energies are from ωB97M-V/def2-TZVPD.

Geometry (Å):
Hg: -0.10 -0.10 1.34
C: 0.11 2.55 5.72
C: -0.51 1.53 4.76
C: -0.28 0.11 5.31
C: -2.01 1.79 4.62
O: 0.05 1.60 3.47
Ge: 1.64 2.40 2.87
O: 0.86 2.83 1.24
C: 0.48 4.12 0.80
C: -1.01 4.09 0.46
C: 0.73 5.21 1.85
C: 1.30 4.45 -0.46
O: 2.11 0.73 2.10
C: 3.29 -0.02 2.39
C: 2.90 -1.35 3.02
C: 3.99 -0.25 1.05
C: 4.23 0.72 3.33
H: -0.40 2.51 6.69
H: 1.17 2.36 5.87
H: 0.00 3.56 5.31
H: -0.77 -0.03 6.28
H: -0.67 -0.62 4.60
H: 0.79 -0.07 5.43
H: -2.51 1.75 5.59
H: -2.17 2.78 4.19
H: -2.46 1.06 3.95
H: -1.59 3.87 1.36
H: -1.34 5.05 0.05
H: -1.22 3.30 -0.26
H: 0.18 4.98 2.77
H: 1.79 5.29 2.10
H: 0.38 6.17 1.47
H: 1.00 3.81 -1.29
H: 1.17 5.49 -0.76
H: 2.36 4.27 -0.25
H: 2.20 -1.89 2.39
H: 3.79 -1.97 3.19
H: 2.42 -1.18 3.99
H: 3.31 -0.75 0.36
H: 4.27 0.71 0.61
H: 4.89 -0.87 1.17
H: 3.75 0.92 4.29
H: 5.12 0.10 3.51
H: 4.55 1.68 2.91
N: 0.05 1.05 -1.67
C: -0.04 1.02 -3.07
C: -1.28 1.09 -3.70
C: -1.37 0.96 -5.08
C: -0.24 0.76 -5.86
C: 1.00 0.72 -5.23
C: 1.10 0.85 -3.85
S: -0.35 0.59 -7.64
O: 0.53 -0.53 -7.95
O: -1.76 0.34 -7.89
O: 0.13 1.87 -8.16
H: -0.69 1.55 -1.20
H: 0.95 1.31 -1.31
H: -2.17 1.22 -3.11
H: -2.33 0.99 -5.58
H: 1.89 0.57 -5.83
H: 2.08 0.81 -3.37
C: -1.96 0.85 1.05
C: -3.06 1.35 0.92
C: -4.35 1.95 0.74
C: -4.50 3.07 -0.08
C: -5.75 3.66 -0.26
C: -6.86 3.14 0.38
C: -6.73 2.03 1.20
C: -5.48 1.44 1.38
H: -3.63 3.48 -0.58
H: -5.84 4.52 -0.91
H: -7.84 3.59 0.23
H: -7.59 1.61 1.70
H: -5.37 0.57 2.01
N: 0.41 -2.14 1.01
P: 0.54 -2.91 -0.32
C: -0.81 -2.79 -1.55
C: -0.79 -3.47 -2.77
C: -1.81 -3.30 -3.68
C: -2.88 -2.47 -3.38
C: -2.93 -1.82 -2.16
C: -1.89 -1.97 -1.25
C: 2.06 -2.65 -1.31
C: 2.08 -2.03 -2.55
C: 3.28 -1.80 -3.20
C: 4.48 -2.20 -2.63
C: 4.47 -2.82 -1.38
C: 3.27 -3.04 -0.72
C: 0.61 -4.72 0.02
C: 0.01 -5.17 1.19
C: 0.00 -6.52 1.50
C: 0.60 -7.44 0.64
C: 1.20 -7.00 -0.53
C: 1.21 -5.64 -0.83
H: 0.05 -4.11 -3.02
H: -1.76 -3.80 -4.65
H: -3.67 -2.31 -4.11
H: -3.76 -1.16 -1.92
H: -1.93 -1.45 -0.30
H: 1.16 -1.69 -3.01
H: 3.28 -1.30 -4.17
H: 5.42 -2.02 -3.14
H: 5.40 -3.12 -0.91
H: 3.26 -3.49 0.26
H: -0.42 -4.43 1.86
H: -0.46 -6.86 2.42
H: 0.59 -8.49 0.89
H: 1.67 -7.71 -1.20
H: 1.70 -5.30 -1.74

Results
* net charge: -2
* E_HOMO: -0.1100 Eh
* frontier orbital gap: 6.95 eV
* energy above the lowest of the compared OMol25 structures with the same formula, charge and spin: 4.98 kcal/mol

Here is C44H53N3O4PtS as an isolated structure at a distorted geometry from OMol25. Energies are from ωB97M-V/def2-TZVPD.

Geometry (Å):
Pt: 1.51 0.11 -0.74
C: 0.81 3.58 -3.22
C: 2.05 2.69 -3.28
C: 2.78 2.67 -1.94
C: 1.74 1.30 -3.79
C: 2.42 0.86 -4.92
C: 2.20 -0.39 -5.47
C: 1.28 -1.24 -4.88
C: 0.57 -0.85 -3.76
C: -0.36 -1.83 -3.08
C: 0.50 -2.94 -2.45
C: -1.43 -2.40 -4.02
C: 0.81 0.42 -3.20
N: 0.08 0.85 -2.07
C: -1.22 1.01 -2.14
C: -2.03 1.74 -1.22
C: -2.95 2.59 -1.81
C: -3.35 3.82 -1.24
C: -3.04 4.12 0.03
C: -2.61 2.99 0.89
C: -1.69 1.92 0.24
N: 0.48 1.13 0.76
C: -0.34 0.36 1.63
C: -2.88 -0.16 1.39
C: -3.06 -0.87 2.51
C: -2.23 -0.88 3.69
C: -1.10 -0.20 3.94
C: -0.49 0.90 3.12
C: 0.74 1.42 3.91
C: 1.07 2.91 3.86
C: 1.98 0.62 3.53
C: -3.78 -0.39 0.20
C: -3.71 -1.85 -0.26
C: -5.23 0.00 0.52
H: 1.10 4.61 -3.01
H: 0.13 3.26 -2.43
H: 0.28 3.56 -4.16
H: 2.73 3.15 -4.01
H: 2.14 2.27 -1.15
H: 3.09 3.67 -1.66
H: 3.67 2.04 -2.01
H: 3.14 1.52 -5.38
H: 2.75 -0.70 -6.35
H: 1.12 -2.21 -5.31
H: -0.87 -1.34 -2.25
H: 1.11 -3.42 -3.22
H: -0.17 -3.69 -2.01
H: 2.29 -2.41 -1.74
H: -0.98 -2.94 -4.85
H: -2.05 -1.61 -4.42
H: -2.06 -3.09 -3.46
H: -1.69 0.80 -3.10
H: -3.19 2.42 -2.85
H: -3.80 4.55 -1.90
H: -3.20 5.09 0.47
H: -3.53 2.45 1.15
H: -3.88 -1.58 2.54
H: -2.54 -1.60 4.44
H: -0.58 -0.45 4.85
H: 0.51 1.22 4.96
H: 1.51 3.19 2.91
H: 1.79 3.12 4.65
H: 0.19 3.52 4.05
H: 2.24 0.79 2.49
H: 1.81 -0.44 3.69
H: 2.82 0.93 4.15
H: -3.44 0.24 -0.62
H: -4.16 -2.51 0.47
H: -2.67 -2.13 -0.38
H: -4.23 -1.96 -1.21
H: -5.62 -0.58 1.35
H: -5.86 -0.19 -0.35
H: -5.31 1.06 0.77
O: -0.65 -1.58 0.27
C: -0.03 -1.13 1.46
C: -1.80 0.86 1.35
C: -1.71 1.75 2.64
C: -1.82 3.23 2.18
C: -0.60 3.99 1.75
C: 0.15 3.46 0.79
N: -0.23 2.21 0.29
H: 0.00 -2.12 -0.21
H: 1.06 -1.25 1.41
H: -0.41 -1.71 2.30
H: -2.55 1.59 3.32
H: -2.38 3.80 2.93
H: -0.42 4.97 2.16
H: 1.07 3.87 0.41
C: 2.38 -5.49 3.53
C: 2.94 -4.58 2.48
C: 3.44 -5.09 1.28
C: 3.88 -4.23 0.29
C: 3.85 -2.86 0.49
C: 3.40 -2.36 1.69
C: 2.94 -3.21 2.68
S: 4.38 -1.64 -0.80
O: 3.58 -0.43 -0.33
O: 3.76 -2.22 -2.03
O: 1.32 -2.43 -1.43
H: 2.76 -6.50 3.43
H: 1.29 -5.52 3.43
H: 2.61 -5.12 4.53
H: 3.48 -6.16 1.12
H: 4.24 -4.62 -0.65
H: 3.41 -1.29 1.84
H: 2.56 -2.80 3.61

Results
* E_HOMO (spin up / spin down): -0.2527 / -0.2569 Eh
* frontier orbital gap (spin up / spin down): 5.97 / 6.09 eV
* energy above the lowest of the compared OMol25 structures with the same formula, charge and spin: 94.03 kcal/mol

Please write out number 2 again, unchanged.
Here is C44H53N3O4PtS as an isolated structure at a distorted geometry from OMol25. Energies are from ωB97M-V/def2-TZVPD.

Geometry (Å):
Pt: 1.51 0.11 -0.74
C: 0.81 3.58 -3.22
C: 2.05 2.69 -3.28
C: 2.78 2.67 -1.94
C: 1.74 1.30 -3.79
C: 2.42 0.86 -4.92
C: 2.20 -0.39 -5.47
C: 1.28 -1.24 -4.88
C: 0.57 -0.85 -3.76
C: -0.36 -1.83 -3.08
C: 0.50 -2.94 -2.45
C: -1.43 -2.40 -4.02
C: 0.81 0.42 -3.20
N: 0.08 0.85 -2.07
C: -1.22 1.01 -2.14
C: -2.03 1.74 -1.22
C: -2.95 2.59 -1.81
C: -3.35 3.82 -1.24
C: -3.04 4.12 0.03
C: -2.61 2.99 0.89
C: -1.69 1.92 0.24
N: 0.48 1.13 0.76
C: -0.34 0.36 1.63
C: -2.88 -0.16 1.39
C: -3.06 -0.87 2.51
C: -2.23 -0.88 3.69
C: -1.10 -0.20 3.94
C: -0.49 0.90 3.12
C: 0.74 1.42 3.91
C: 1.07 2.91 3.86
C: 1.98 0.62 3.53
C: -3.78 -0.39 0.20
C: -3.71 -1.85 -0.26
C: -5.23 0.00 0.52
H: 1.10 4.61 -3.01
H: 0.13 3.26 -2.43
H: 0.28 3.56 -4.16
H: 2.73 3.15 -4.01
H: 2.14 2.27 -1.15
H: 3.09 3.67 -1.66
H: 3.67 2.04 -2.01
H: 3.14 1.52 -5.38
H: 2.75 -0.70 -6.35
H: 1.12 -2.21 -5.31
H: -0.87 -1.34 -2.25
H: 1.11 -3.42 -3.22
H: -0.17 -3.69 -2.01
H: 2.29 -2.41 -1.74
H: -0.98 -2.94 -4.85
H: -2.05 -1.61 -4.42
H: -2.06 -3.09 -3.46
H: -1.69 0.80 -3.10
H: -3.19 2.42 -2.85
H: -3.80 4.55 -1.90
H: -3.20 5.09 0.47
H: -3.53 2.45 1.15
H: -3.88 -1.58 2.54
H: -2.54 -1.60 4.44
H: -0.58 -0.45 4.85
H: 0.51 1.22 4.96
H: 1.51 3.19 2.91
H: 1.79 3.12 4.65
H: 0.19 3.52 4.05
H: 2.24 0.79 2.49
H: 1.81 -0.44 3.69
H: 2.82 0.93 4.15
H: -3.44 0.24 -0.62
H: -4.16 -2.51 0.47
H: -2.67 -2.13 -0.38
H: -4.23 -1.96 -1.21
H: -5.62 -0.58 1.35
H: -5.86 -0.19 -0.35
H: -5.31 1.06 0.77
O: -0.65 -1.58 0.27
C: -0.03 -1.13 1.46
C: -1.80 0.86 1.35
C: -1.71 1.75 2.64
C: -1.82 3.23 2.18
C: -0.60 3.99 1.75
C: 0.15 3.46 0.79
N: -0.23 2.21 0.29
H: 0.00 -2.12 -0.21
H: 1.06 -1.25 1.41
H: -0.41 -1.71 2.30
H: -2.55 1.59 3.32
H: -2.38 3.80 2.93
H: -0.42 4.97 2.16
H: 1.07 3.87 0.41
C: 2.38 -5.49 3.53
C: 2.94 -4.58 2.48
C: 3.44 -5.09 1.28
C: 3.88 -4.23 0.29
C: 3.85 -2.86 0.49
C: 3.40 -2.36 1.69
C: 2.94 -3.21 2.68
S: 4.38 -1.64 -0.80
O: 3.58 -0.43 -0.33
O: 3.76 -2.22 -2.03
O: 1.32 -2.43 -1.43
H: 2.76 -6.50 3.43
H: 1.29 -5.52 3.43
H: 2.61 -5.12 4.53
H: 3.48 -6.16 1.12
H: 4.24 -4.62 -0.65
H: 3.41 -1.29 1.84
H: 2.56 -2.80 3.61

Results
* E_HOMO (spin up / spin down): -0.2527 / -0.2569 Eh
* frontier orbital gap (spin up / spin down): 5.97 / 6.09 eV
* energy above the lowest of the compared OMol25 structures with the same formula, charge and spin: 94.03 kcal/mol